Entry 1:
Below is a molecular structure, C35H29BrHfN6O3S2, with properties calculated with the ωB97M-V functional and the def2-TZVPD basis.

Element x y z (Å)
Hf (-0.30, -0.18, 0.57)
Br (-2.09, 6.35, -2.72)
C (-1.38, 4.85, -1.82)
C (-0.23, 5.00, -1.03)
C (0.27, 3.92, -0.34)
C (-0.33, 2.66, -0.42)
O (0.18, 1.65, 0.27)
C (-1.48, 2.50, -1.25)
C (-2.16, 1.26, -1.43)
N (-1.77, 0.09, -1.02)
C (-2.56, -1.06, -1.24)
C (-3.54, -1.16, -2.21)
C (-4.36, -2.30, -2.31)
C (-4.20, -3.35, -1.46)
C (-3.17, -3.32, -0.50)
C (-2.92, -4.40, 0.38)
C (-1.87, -4.35, 1.25)
C (-1.06, -3.21, 1.25)
N (-1.26, -2.17, 0.46)
C (-2.32, -2.19, -0.41)
C (-2.00, 3.63, -1.91)
H (0.25, 5.96, -0.97)
H (1.13, 4.03, 0.30)
H (-3.11, 1.35, -1.97)
H (-3.68, -0.36, -2.92)
H (-5.12, -2.32, -3.08)
H (-4.84, -4.22, -1.52)
H (-3.57, -5.27, 0.34)
H (-1.65, -5.16, 1.93)
H (-0.20, -3.14, 1.91)
H (-2.90, 3.53, -2.51)
O (-2.09, 0.18, 1.64)
S (-1.43, 0.29, 2.98)
O (-1.16, 1.63, 3.39)
N (-0.09, -0.56, 2.65)
C (1.13, -0.12, 3.24)
C (1.30, 0.15, 4.57)
C (2.53, 0.61, 5.06)
C (3.59, 0.81, 4.22)
C (3.44, 0.58, 2.84)
C (4.44, 0.87, 1.90)
C (4.19, 0.71, 0.56)
C (2.94, 0.22, 0.16)
N (1.98, -0.12, 1.00)
C (2.20, 0.09, 2.34)
C (-2.46, -0.59, 4.11)
C (-2.03, -1.82, 4.60)
C (-2.87, -2.52, 5.46)
C (-4.11, -1.99, 5.80)
C (-4.52, -0.77, 5.29)
C (-3.70, -0.06, 4.43)
H (0.47, 0.02, 5.25)
H (2.63, 0.81, 6.12)
H (4.54, 1.17, 4.59)
H (5.40, 1.24, 2.24)
H (4.92, 0.97, -0.19)
H (2.72, 0.13, -0.89)
H (-1.06, -2.20, 4.33)
H (-2.55, -3.47, 5.86)
H (-4.75, -2.53, 6.48)
H (-5.49, -0.37, 5.55)
H (-4.00, 0.90, 4.03)
C (2.49, -3.87, -1.13)
N (2.92, -2.84, -2.05)
C (4.19, -2.95, -2.77)
C (4.15, -1.75, -3.73)
N (2.98, -1.02, -3.24)
C (2.26, -1.74, -2.37)
S (0.71, -1.28, -1.84)
H (2.44, -4.83, -1.64)
H (1.50, -3.62, -0.75)
H (3.19, -3.95, -0.29)
H (4.24, -3.90, -3.30)
H (5.02, -2.91, -2.06)
H (4.00, -2.07, -4.76)
H (5.04, -1.13, -3.68)
H (2.58, -0.24, -3.73)

HOMO energy = -13.002 eV
charge = +2
total energy = -144861.518 eV
largest force on an atom = 3.52 eV/Å
ΔE to the lowest compared entry with this formula, charge and spin = 0.854 eV
frontier orbital gap = 0.261 hartree



Entry 2:
Below is C7H14O2 in the gas phase, with properties calculated with the ωB97M-V functional and the def2-TZVPD basis.

Element x y z (Å)
C (-0.95, 0.99, 0.39)
C (0.47, 0.05, -0.10)
C (0.58, -1.15, 0.70)
C (0.46, 1.39, 0.60)
C (-1.80, 1.60, -0.66)
C (0.90, 0.02, -1.55)
C (0.00, -2.43, 0.19)
O (-1.69, 0.59, 1.51)
O (2.33, -1.21, 0.54)
H (-1.53, 1.16, 2.28)
H (2.67, -0.55, 1.16)
H (0.39, -1.00, 1.77)
H (0.82, 1.40, 1.63)
H (0.82, 2.24, 0.02)
H (-2.25, 2.53, -0.29)
H (-1.23, 1.84, -1.56)
H (-2.62, 0.92, -0.94)
H (1.63, 0.82, -1.75)
H (0.06, 0.14, -2.23)
H (1.40, -0.91, -1.80)
H (0.72, -3.03, -0.39)
H (-0.32, -3.12, 0.97)
H (-0.84, -2.30, -0.49)

HOMO energy = -8.171 eV
total energy = -11578.524 eV
largest force on an atom = 4.12 eV/Å
ΔE to the lowest compared entry with this formula, charge and spin = 2.784 eV
frontier orbital gap = 0.326 hartree
SMILES = C[C@@H](O)[C@]1(C)C[C@]1(C)O



Entry 3:
Below is 14 unconnected molecules or ions with the total composition C63H77N7O35, with properties calculated with the ωB97M-V functional and the def2-TZVPD basis.

Element x y z (Å)
C (-2.84, 1.95, -2.20)
O (-4.11, 1.35, -2.15)
C (-5.14, 1.94, -1.48)
O (-5.05, 2.98, -0.79)
O (-6.28, 1.37, -1.86)
C (-7.51, 1.90, -1.58)
H (-2.11, 1.16, -2.42)
H (-2.62, 2.32, -1.20)
H (-2.77, 2.82, -2.85)
H (-7.85, 1.40, -0.68)
H (-8.23, 1.80, -2.39)
H (-7.37, 2.97, -1.42)
C (-2.63, -3.76, -0.09)
O (-1.71, -4.76, -0.39)
C (-0.52, -4.84, 0.33)
O (-0.18, -4.06, 1.23)
O (0.13, -5.99, 0.02)
C (1.41, -6.25, 0.47)
H (-2.23, -2.76, -0.26)
H (-3.11, -3.75, 0.89)
H (-3.38, -3.84, -0.88)
H (1.65, -7.28, 0.18)
H (1.30, -6.33, 1.55)
H (2.18, -5.57, 0.12)
C (-2.88, 0.35, -7.89)
O (-2.53, -0.53, -6.87)
C (-2.84, -0.27, -5.63)
O (-3.11, 0.81, -5.08)
O (-2.63, -1.42, -5.01)
C (-2.56, -1.50, -3.56)
H (-3.92, 0.66, -7.80)
H (-2.72, -0.10, -8.87)
H (-2.40, 1.32, -7.78)
H (-3.11, -2.34, -3.14)
H (-3.13, -0.69, -3.10)
H (-1.59, -1.30, -3.11)
C (-0.06, -3.34, 4.47)
O (-0.91, -3.82, 5.56)
C (-1.97, -3.18, 5.88)
O (-2.34, -2.14, 5.45)
O (-2.67, -3.94, 6.74)
C (-3.82, -3.40, 7.30)
H (-0.54, -3.56, 3.51)
H (0.89, -3.87, 4.47)
H (-0.07, -2.26, 4.36)
H (-3.55, -2.47, 7.79)
H (-4.17, -3.93, 8.19)
H (-4.67, -3.28, 6.64)
C (-8.98, -3.29, 0.25)
O (-7.63, -2.97, -0.06)
C (-7.00, -1.90, 0.52)
O (-7.43, -1.14, 1.37)
O (-5.83, -1.89, 0.03)
C (-4.73, -1.08, 0.54)
H (-9.65, -2.57, -0.22)
H (-9.21, -3.21, 1.31)
H (-9.28, -4.24, -0.18)
H (-3.80, -1.25, 0.01)
H (-4.53, -1.43, 1.55)
H (-4.90, 0.00, 0.50)
C (-0.11, 4.37, -1.09)
O (0.92, 3.64, -1.62)
C (1.95, 4.31, -2.27)
O (2.16, 5.51, -2.19)
O (2.68, 3.43, -2.91)
C (3.84, 3.96, -3.64)
H (-0.36, 5.37, -1.45)
H (0.06, 4.64, -0.05)
H (-0.99, 3.72, -1.12)
H (3.52, 4.41, -4.58)
H (4.55, 3.20, -3.97)
H (4.31, 4.68, -2.97)
C (0.67, 0.47, -2.24)
O (0.64, 0.31, -0.83)
C (-0.47, -0.14, -0.20)
O (-1.54, -0.55, -0.69)
O (-0.21, 0.01, 1.15)
C (-1.03, -0.60, 2.10)
H (0.24, -0.40, -2.74)
H (1.66, 0.66, -2.65)
H (0.05, 1.32, -2.53)
H (-1.99, -0.09, 2.04)
H (-0.63, -0.41, 3.09)
H (-1.18, -1.64, 1.80)
C (2.37, 2.22, 3.59)
C (1.98, 2.57, 2.29)
C (2.83, 3.01, 1.40)
C (4.16, 3.26, 1.73)
C (4.53, 3.02, 3.07)
C (3.62, 2.52, 4.03)
N (5.12, 3.85, 0.77)
O (6.24, 4.13, 1.18)
O (4.76, 4.10, -0.38)
H (1.49, 1.99, 4.17)
H (0.99, 2.33, 1.94)
H (2.43, 3.29, 0.43)
H (5.54, 3.18, 3.42)
H (3.90, 2.28, 5.04)
C (2.15, -0.60, 5.32)
C (0.97, -0.10, 5.84)
C (0.93, 0.56, 7.03)
C (2.12, 0.64, 7.79)
C (3.30, 0.04, 7.34)
C (3.33, -0.54, 6.06)
N (2.08, 1.26, 9.12)
O (3.14, 1.53, 9.64)
O (0.99, 1.56, 9.60)
H (2.09, -1.13, 4.38)
H (0.00, -0.23, 5.39)
H (-0.08, 0.78, 7.36)
H (4.22, 0.19, 7.90)
H (4.22, -1.01, 5.68)
C (3.17, -0.74, 1.76)
C (4.43, -0.60, 2.35)
C (5.12, -1.72, 2.83)
C (4.47, -2.97, 2.61)
C (3.20, -3.03, 2.06)
C (2.46, -1.95, 1.71)
N (5.19, -4.24, 2.78)
O (4.64, -5.29, 2.50)
O (6.37, -4.24, 3.05)
H (2.61, 0.12, 1.42)
H (4.91, 0.36, 2.46)
H (6.14, -1.65, 3.16)
H (2.71, -3.99, 1.95)
H (1.48, -1.92, 1.26)
C (-5.52, 0.51, 3.58)
C (-4.53, 0.18, 4.51)
C (-3.29, 0.79, 4.39)
C (-3.09, 1.74, 3.38)
C (-4.17, 2.02, 2.48)
C (-5.36, 1.38, 2.56)
N (-1.77, 2.44, 3.24)
O (-0.84, 2.09, 3.98)
O (-1.61, 3.36, 2.46)
H (-6.47, 0.00, 3.69)
H (-4.64, -0.45, 5.38)
H (-2.51, 0.59, 5.11)
H (-4.07, 2.65, 1.61)
H (-6.07, 1.51, 1.75)
C (5.63, 1.46, -1.61)
C (6.61, 1.01, -0.70)
C (6.73, -0.39, -0.51)
C (5.80, -1.29, -1.04)
C (4.83, -0.77, -1.90)
C (4.74, 0.55, -2.17)
N (5.92, -2.77, -0.79)
O (6.88, -3.20, -0.18)
O (5.00, -3.54, -1.15)
H (5.62, 2.52, -1.82)
H (7.31, 1.66, -0.20)
H (7.55, -0.78, 0.08)
H (4.04, -1.34, -2.36)
H (4.01, 0.88, -2.89)
C (-0.92, 6.16, -6.05)
C (-1.76, 5.12, -5.67)
C (-1.26, 3.83, -5.59)
C (0.14, 3.60, -5.88)
C (0.97, 4.68, -6.18)
C (0.38, 5.99, -6.30)
N (0.68, 2.27, -5.71)
O (-0.01, 1.35, -5.30)
O (1.85, 2.07, -5.99)
H (-1.37, 7.15, -6.07)
H (-2.80, 5.32, -5.47)
H (-2.01, 3.07, -5.46)
H (2.05, 4.68, -6.31)
H (0.91, 6.90, -6.55)
C (2.89, -1.39, -6.62)
C (3.67, -2.40, -6.06)
C (3.15, -3.12, -5.00)
C (1.86, -2.90, -4.51)
C (1.05, -1.99, -5.17)
C (1.57, -1.22, -6.24)
N (1.35, -3.57, -3.27)
O (0.30, -3.20, -2.74)
O (2.08, -4.36, -2.69)
H (3.22, -0.74, -7.42)
H (4.66, -2.65, -6.42)
H (3.76, -3.78, -4.40)
H (0.02, -1.90, -4.86)
H (0.95, -0.45, -6.69)

HOMO energy = -9.806 eV
total energy = -148650.291 eV
largest force on an atom = 4.79 eV/Å
frontier orbital gap = 0.317 hartree



Entry 4:
Below is 2 unconnected molecules or ions with the total composition C4H14N3, with properties calculated with the ωB97M-V functional and the def2-TZVPD basis.

Element x y z (Å)
C (-0.17, 2.17, -1.38)
C (-0.77, 1.02, -0.61)
N (0.15, -0.13, -0.53)
N (-1.10, 3.29, -1.33)
H (0.82, 2.46, -0.98)
H (0.02, 1.83, -2.41)
H (-0.97, 1.34, 0.42)
H (-1.68, 0.69, -1.10)
H (0.24, -0.65, -1.41)
H (1.08, 0.21, -0.28)
H (-1.11, 3.64, -0.37)
H (-0.72, 4.07, -1.86)
C (0.56, -2.52, 1.76)
C (1.82, -2.42, 1.21)
N (-0.64, -1.96, 1.17)
H (0.37, -3.10, 2.67)
H (2.64, -2.87, 1.75)
H (2.03, -2.01, 0.23)
H (-1.09, -1.39, 1.89)
H (-0.13, -0.97, 0.18)
H (-1.34, -2.68, 0.98)

HOMO energy (alpha / beta) = -2.310 / -7.222 eV
total energy = -8840.528 eV
largest force on an atom = 1.58 eV/Å
ΔE to the lowest compared entry with this formula, charge and spin = 2.827 eV
multiplicity = 2
frontier orbital gap (alpha / beta) = 0.100 / 0.278 hartree



Entry 5:
Below is a molecular structure, C18H16Br2CrN5O2, with properties calculated with the ωB97M-V functional and the def2-TZVPD basis.

Element x y z (Å)
Cr (-0.04, -0.08, 0.26)
C (4.43, -3.23, 1.68)
C (4.28, -2.40, 2.79)
C (3.20, -1.54, 2.88)
C (2.27, -1.53, 1.84)
C (2.41, -2.34, 0.72)
C (3.50, -3.20, 0.65)
N (1.11, -0.70, 1.89)
N (0.81, -0.25, 3.01)
C (-0.37, 0.57, 3.02)
C (-0.76, 1.10, 4.23)
C (-1.91, 1.88, 4.24)
C (-2.60, 2.09, 3.06)
C (-2.14, 1.51, 1.89)
N (-1.04, 0.76, 1.87)
H (5.28, -3.89, 1.62)
H (5.02, -2.41, 3.58)
H (3.08, -0.89, 3.73)
H (1.69, -2.30, -0.08)
H (3.62, -3.84, -0.21)
H (-0.18, 0.90, 5.11)
H (-2.26, 2.32, 5.17)
H (-3.50, 2.70, 3.04)
H (-2.64, 1.65, 0.94)
Br (-1.78, -2.80, 1.99)
C (-2.25, -3.48, 0.26)
Br (-1.63, -2.37, -1.18)
H (-3.33, -3.52, 0.20)
H (-1.80, -4.45, 0.15)
O (1.20, -0.31, -1.27)
N (0.88, 0.30, -2.37)
N (-0.18, 0.97, -2.27)
O (-0.88, 1.03, -1.15)
C (-0.67, 1.72, -3.42)
C (0.12, 1.82, -4.55)
C (-0.38, 2.53, -5.63)
C (-1.64, 3.11, -5.57)
C (-2.41, 2.99, -4.42)
C (-1.92, 2.29, -3.33)
H (1.10, 1.37, -4.59)
H (0.22, 2.62, -6.53)
H (-2.02, 3.66, -6.42)
H (-3.39, 3.45, -4.37)
H (-2.51, 2.19, -2.43)

HOMO energy (alpha / beta) = -11.356 / -11.622 eV
charge = +1
total energy = -198969.988 eV
largest force on an atom = 0.57 eV/Å
ΔE to the lowest compared entry with this formula, charge and spin = 0.131 eV
multiplicity = 5
frontier orbital gap (alpha / beta) = 0.254 / 0.256 hartree



Entry 6:
Below is C21H19ClF2N4O2 in the gas phase, with properties calculated with the ωB97M-V functional and the def2-TZVPD basis.

Element x y z (Å)
O (-0.60, -1.24, -0.52)
O (-0.52, -2.32, 3.62)
F (1.57, 0.38, -6.27)
F (1.91, -6.12, 1.26)
Cl (2.71, 2.88, -5.34)
N (-1.80, 1.46, 2.14)
C (-1.09, -0.38, 0.22)
C (-0.76, -2.83, 2.54)
C (-1.99, 0.18, 2.33)
C (-0.90, 1.04, -0.07)
C (-0.42, 1.88, -1.17)
C (-0.44, 3.15, -0.71)
C (-1.27, 1.91, 0.91)
C (0.19, -0.07, -4.39)
C (-0.32, 0.33, -3.14)
C (1.09, 2.29, -3.17)
C (1.07, 0.77, -5.07)
C (1.55, 1.94, -4.46)
C (0.15, 1.50, -2.50)
N (-1.68, -0.82, 1.40)
N (-0.09, -3.98, 2.18)
N (-1.04, 3.21, 0.51)
C (-1.87, -2.22, 1.69)
C (2.81, -4.02, 0.62)
C (0.23, -4.39, 0.83)
C (1.20, -4.38, 2.71)
C (-0.04, 5.43, 1.36)
C (-1.30, 5.76, 0.63)
C (-1.16, 4.39, 1.35)
C (1.65, -4.80, 1.29)
H (-2.43, -0.14, 3.25)
H (-0.02, 4.01, -1.23)
H (-0.03, -1.01, -4.85)
H (-1.03, -0.29, -2.64)
H (1.46, 3.22, -2.71)
H (-2.86, -2.41, 2.15)
H (-1.90, -2.78, 0.75)
H (2.89, -4.31, -0.45)
H (3.75, -4.27, 1.13)
H (2.60, -2.96, 0.68)
H (0.22, -3.67, 0.02)
H (-0.40, -5.24, 0.53)
H (1.14, -5.21, 3.44)
H (1.81, -3.60, 3.12)
H (0.88, 5.26, 0.78)
H (0.07, 5.95, 2.32)
H (-1.27, 5.79, -0.47)
H (-1.99, 6.46, 1.12)
H (-1.72, 4.27, 2.25)

HOMO energy = -8.128 eV
total energy = -50097.098 eV
largest force on an atom = 3.21 eV/Å
ΔE to the lowest compared entry with this formula, charge and spin = 0.150 eV
frontier orbital gap = 0.319 hartree
SMILES = CC1(F)CN(C(=O)Cn2cnc3c(c(-c4ccc(F)c(Cl)c4)cn3C3CC3)c2=O)C1



Entry 7:
Below is 2 unconnected molecules or ions with the total composition C6H10O, with properties calculated with the ωB97M-V functional and the def2-TZVPD basis.

Element x y z (Å)
C (-0.47, -1.85, -1.20)
C (-0.31, -0.50, -0.58)
C (0.63, 0.59, -1.14)
C (1.01, 0.98, 0.31)
C (0.11, -0.16, 0.86)
C (-1.33, 0.35, 1.02)
O (-1.60, 0.11, -0.26)
H (-0.95, -1.77, -2.18)
H (0.51, -2.33, -1.33)
H (-1.09, -2.48, -0.56)
H (1.46, 0.17, -1.71)
H (0.13, 1.35, -1.75)
H (0.73, 1.99, 0.63)
H (2.07, 0.83, 0.53)
H (0.52, -0.85, 1.60)
H (-0.51, 2.18, 3.21)
H (-0.96, 1.77, 2.78)

HOMO energy = -8.399 eV
total energy = -8426.834 eV
largest force on an atom = 0.33 eV/Å
ΔE to the lowest compared entry with this formula, charge and spin = 4.406 eV
frontier orbital gap = 0.340 hartree



Entry 8:
Below is C6H14O in the gas phase, with properties calculated with the ωB97M-V functional and the def2-TZVPD basis.

Element x y z (Å)
C (2.51, -1.22, -0.83)
O (1.16, -1.17, -0.44)
C (0.83, 0.14, -0.04)
C (-0.68, 0.30, 0.19)
C (-0.90, 1.78, 0.47)
C (-1.45, -0.14, -1.06)
C (-1.16, -0.53, 1.38)
H (2.72, -0.48, -1.62)
H (2.70, -2.23, -1.22)
H (3.19, -1.03, 0.02)
H (1.15, 0.85, -0.83)
H (1.38, 0.41, 0.88)
H (-0.32, 2.09, 1.35)
H (-1.96, 1.99, 0.67)
H (-0.58, 2.40, -0.38)
H (-1.30, -1.20, -1.26)
H (-1.11, 0.42, -1.95)
H (-2.52, 0.05, -0.93)
H (-0.98, -1.60, 1.23)
H (-2.24, -0.39, 1.52)
H (-0.67, -0.23, 2.31)

HOMO energy = -9.841 eV
total energy = -8496.324 eV
largest force on an atom = 0.27 eV/Å
ΔE to the lowest compared entry with this formula, charge and spin = 0.568 eV
frontier orbital gap = 0.396 hartree
SMILES = COCC(C)(C)C



Entry 9:
Below is 2 unconnected molecules or ions with the total composition C4H11N3O2, with properties calculated with the ωB97M-V functional and the def2-TZVPD basis.

Element x y z (Å)
C (-1.92, 1.90, 0.92)
C (0.32, 1.86, 0.00)
N (-0.68, 1.28, 0.53)
N (0.46, 3.17, -0.52)
N (1.45, 1.10, -0.14)
H (1.03, -1.21, -1.13)
H (-2.70, 1.44, 0.30)
H (-1.86, 2.99, 0.78)
H (-0.37, 3.71, -0.69)
H (1.26, 3.45, -1.04)
H (2.34, 1.50, -0.38)
H (1.43, 0.10, 0.10)
H (-2.15, 1.75, 1.99)
C (-0.29, -3.55, -0.85)
C (0.04, -2.42, 0.06)
O (1.26, -1.79, -0.38)
O (-0.66, -1.80, 0.79)
H (-1.32, -3.84, -1.06)
H (0.31, -4.39, -0.49)
H (0.12, -3.13, -1.82)

HOMO energy = -7.994 eV
total energy = -12890.815 eV
largest force on an atom = 3.36 eV/Å
ΔE to the lowest compared entry with this formula, charge and spin = 2.015 eV
frontier orbital gap = 0.317 hartree
SMILES = CN=C(N)N.CC(=O)O



Entry 10:
Below is 2 unconnected molecules or ions with the total composition C4H2F2O, with properties calculated with the ωB97M-V functional and the def2-TZVPD basis.

Element x y z (Å)
C (0.20, -0.16, 2.35)
C (-0.02, 0.29, 1.19)
C (-0.19, 0.96, -0.02)
C (0.15, -0.40, -0.34)
O (1.35, -0.77, -0.74)
F (-2.19, 1.17, -0.78)
F (-0.79, -1.31, -0.53)
H (0.02, 1.94, -0.38)
H (1.47, -1.73, -0.75)

HOMO energy (alpha / beta) = -10.827 / -10.940 eV
total energy = -11654.396 eV
largest force on an atom = 3.24 eV/Å
ΔE to the lowest compared entry with this formula, charge and spin = 7.148 eV
frontier orbital gap (alpha / beta) = 0.302 / 0.307 hartree



Question: Look up the largest force on an atom of the first one.
Answer: 3.52 eV/Å



Please write out number 10 again, unchanged.
Below is 2 unconnected molecules or ions with the total composition C4H2F2O, with properties calculated with the ωB97M-V functional and the def2-TZVPD basis.

Element x y z (Å)
C (0.20, -0.16, 2.35)
C (-0.02, 0.29, 1.19)
C (-0.19, 0.96, -0.02)
C (0.15, -0.40, -0.34)
O (1.35, -0.77, -0.74)
F (-2.19, 1.17, -0.78)
F (-0.79, -1.31, -0.53)
H (0.02, 1.94, -0.38)
H (1.47, -1.73, -0.75)

HOMO energy (alpha / beta) = -10.827 / -10.940 eV
total energy = -11654.396 eV
largest force on an atom = 3.24 eV/Å
ΔE to the lowest compared entry with this formula, charge and spin = 7.148 eV
frontier orbital gap (alpha / beta) = 0.302 / 0.307 hartree



Question: Which value of largest force on an atom does entry 2 give?
Answer: 4.12 eV/Å